132
Properties=species:S:1:pos:R:3:forces:R:3 method="wB97M-V/def2-TZVPD" lumo_ev=-6.37 charge=+3 de_lowest_kj_mol=0.0 orbital_gap_ev=8.0
Sc -0.6990 0.3062 -1.3891 -0.281 -0.434 -0.761
C -2.5879 2.0336 -3.7387 -0.006 0.029 -0.027
N -1.6758 0.8885 -3.7669 0.076 0.084 0.117
C -0.5289 1.1204 -4.6417 -0.053 0.013 -0.052
C 0.5038 1.8554 -3.8538 -0.047 -0.036 0.028
N 0.6235 1.6813 -2.5539 0.082 0.124 0.108
C 1.7133 2.4690 -2.1647 0.025 0.038 -0.039
C 2.2962 2.6554 -0.9157 0.019 0.029 -0.037
C 3.3840 3.5009 -0.8461 -0.024 -0.012 0.006
C 3.8824 4.1578 -1.9830 0.008 -0.001 -0.001
C 3.3112 3.9828 -3.2266 -0.008 -0.032 0.008
C 2.2224 3.1207 -3.2872 0.049 0.013 0.038
N 1.4203 2.7062 -4.3454 -0.028 -0.081 0.006
C -3.0893 2.2530 -2.3543 -0.062 -0.005 -0.049
N -2.5740 1.6867 -1.2864 0.217 -0.137 0.115
C -3.3569 2.1436 -0.2134 -0.037 0.005 0.036
C -3.3413 1.8250 1.1417 0.020 0.057 0.021
C -4.2704 2.4327 1.9610 0.012 0.011 -0.008
C -5.2220 3.3292 1.4542 -0.001 -0.013 -0.014
C -5.2766 3.6312 0.1081 0.017 0.019 0.038
C -4.3283 3.0199 -0.7003 -0.037 -0.080 -0.012
N -4.1236 3.0641 -2.0717 0.061 -0.057 0.024
H -3.4325 1.8971 -4.4210 0.010 0.013 0.005
H -2.0633 2.9365 -4.0659 0.022 -0.022 0.021
H -2.1587 0.0513 -4.0866 -0.045 -0.043 0.081
H -0.7844 1.6590 -5.5609 0.001 -0.003 0.021
H -0.1274 0.1497 -4.9390 0.004 0.022 0.005
H 1.9105 2.1467 -0.0468 -0.007 -0.017 0.005
H 3.8668 3.6685 0.1077 0.003 0.001 0.012
H 4.7328 4.8173 -1.8812 0.008 0.007 0.001
H 3.6965 4.4875 -4.1015 -0.002 0.008 -0.010
H 1.5033 2.9935 -5.3073 -0.005 0.008 0.000
H -2.6466 1.1069 1.5477 -0.006 0.000 0.005
H -4.2712 2.2036 3.0185 -0.009 0.000 0.005
H -5.9355 3.7820 2.1281 -0.009 0.008 0.013
H -6.0204 4.3059 -0.2924 -0.011 0.007 -0.003
H -4.6787 3.5695 -2.7428 -0.008 0.000 -0.006
S -2.1654 -1.6446 0.2923 -0.095 -0.012 -0.217
C -3.7516 -1.1820 -0.3576 0.007 -0.065 -0.009
N -3.9304 -0.9479 -1.6137 0.067 0.015 0.009
C -5.2392 -0.5425 -1.8321 -0.015 0.026 -0.013
C -5.7747 -0.1877 -3.0733 -0.009 0.011 0.000
C -7.0843 0.2362 -3.1282 -0.005 0.001 -0.006
C -7.8709 0.3049 -1.9680 -0.006 -0.009 -0.011
C -7.3643 -0.0572 -0.7382 -0.001 -0.009 -0.007
C -6.0377 -0.4820 -0.6817 -0.013 -0.002 -0.011
S -5.1156 -1.0088 0.6868 0.008 0.019 -0.040
H -5.1699 -0.2723 -3.9679 0.017 -0.009 -0.002
H -7.5233 0.5048 -4.0796 -0.005 0.004 -0.004
H -8.8985 0.6320 -2.0428 -0.015 0.010 -0.002
H -7.9797 -0.0183 0.1496 -0.007 0.004 0.015
C -1.3888 5.2951 5.4473 -0.006 0.023 0.019
C -1.0748 4.1382 4.5468 0.007 -0.019 0.000
C -1.0304 2.8364 5.0430 0.008 -0.007 -0.006
C -0.7271 1.7668 4.2160 -0.032 0.035 -0.009
C -0.4549 2.0143 2.8785 0.012 -0.021 0.020
C -0.5003 3.2956 2.3485 -0.037 -0.013 0.012
C -0.8120 4.3471 3.1915 0.005 0.009 -0.018
S -0.0962 0.6083 1.8718 0.122 0.014 -0.123
O -0.3326 1.1281 0.4321 -0.039 0.278 0.277
C 1.6542 0.4340 2.1240 -0.038 0.086 0.058
C 2.4674 1.5726 2.3421 0.054 0.039 0.018
C 3.7690 1.4041 2.6983 -0.029 -0.020 -0.012
C 4.3078 0.1063 2.8966 0.004 0.042 -0.003
C 5.6348 -0.0683 3.3518 -0.015 -0.013 0.008
C 6.1268 -1.3198 3.5902 -0.002 0.023 -0.010
C 5.3150 -2.4529 3.3762 0.013 -0.018 -0.022
C 4.0346 -2.3152 2.9224 -0.003 -0.002 -0.018
C 3.4934 -1.0297 2.6725 -0.020 -0.006 0.004
C 2.1396 -0.8443 2.2524 0.061 -0.066 0.064
C 1.2732 -2.0513 2.0934 -0.006 -0.040 -0.044
C 0.6754 -2.6053 3.2613 0.000 0.019 0.034
C 0.8260 -1.9951 4.5356 0.006 0.009 -0.007
C 0.2405 -2.5426 5.6389 -0.001 -0.004 0.001
C -0.5242 -3.7271 5.5369 -0.003 -0.007 -0.003
C -0.6787 -4.3418 4.3305 0.008 0.009 0.006
C -0.0824 -3.8003 3.1648 -0.008 -0.022 0.014
C -0.2199 -4.4383 1.9119 0.000 -0.009 -0.020
C 0.3405 -3.8934 0.7950 -0.020 0.003 0.029
C 1.0789 -2.6915 0.8870 0.003 0.013 0.016
S 1.6277 -2.0834 -0.6946 -0.006 -0.051 0.042
O 1.1219 -0.6469 -0.7883 -0.037 0.087 -0.006
C 3.3818 -1.9187 -0.5227 0.012 0.011 0.004
C 3.9761 -0.6678 -0.5162 0.020 -0.017 0.000
C 5.3545 -0.5933 -0.4013 -0.007 0.005 -0.001
C 6.1378 -1.7420 -0.2995 -0.020 -0.007 0.014
C 7.6280 -1.6380 -0.1675 0.029 -0.008 -0.001
C 5.5068 -2.9853 -0.3355 0.019 -0.009 0.025
C 4.1321 -3.0843 -0.4487 -0.022 0.027 -0.031
H -1.8684 4.9655 6.3664 -0.004 0.004 0.010
H -2.0419 6.0128 4.9526 -0.002 0.008 -0.002
H -0.4720 5.8213 5.7197 0.003 0.002 0.002
H -1.2477 2.6563 6.0878 -0.003 0.000 0.011
H -0.7144 0.7557 4.6073 0.009 -0.020 0.003
H -0.3210 3.4607 1.2942 -0.004 -0.008 -0.017
H -0.8597 5.3521 2.7913 0.001 0.010 -0.001
H 2.0425 2.5655 2.2686 0.012 -0.019 -0.006
H 4.3982 2.2653 2.8856 0.008 0.007 0.003
H 6.2448 0.8079 3.5307 0.014 0.010 -0.008
H 7.1362 -1.4467 3.9575 0.010 0.000 0.000
H 5.7119 -3.4386 3.5793 -0.001 -0.005 0.002
H 3.4215 -3.1939 2.7707 -0.011 -0.010 -0.019
H 1.4266 -1.1000 4.6323 0.004 0.015 0.003
H 0.3709 -2.0766 6.6064 -0.002 0.006 0.007
H -0.9780 -4.1474 6.4237 -0.002 -0.007 0.009
H -1.2534 -5.2549 4.2466 -0.008 -0.012 -0.003
H -0.7788 -5.3634 1.8522 -0.010 -0.005 -0.004
H 0.2301 -4.3735 -0.1692 -0.009 -0.009 -0.029
H 3.3713 0.2265 -0.5792 -0.004 0.009 -0.019
H 5.8326 0.3790 -0.3824 0.001 0.009 0.011
H 7.9014 -0.8587 0.5436 0.006 0.008 0.004
H 8.0812 -1.3797 -1.1262 0.004 0.002 -0.001
H 8.0653 -2.5775 0.1650 0.003 0.000 0.000
H 6.1020 -3.8868 -0.2653 0.003 -0.005 0.006
H 3.6556 -4.0579 -0.4651 -0.015 -0.015 0.001
N 0.0692 -3.0394 -6.1160 0.005 0.039 -0.031
C 0.5297 -2.8374 -4.6948 0.009 -0.048 -0.054
P -1.0065 -2.4205 -3.7284 -0.008 0.108 0.030
O -1.9188 -1.9394 -4.8193 -0.057 0.062 -0.049
O -0.6190 -1.4378 -2.6461 0.005 -0.087 0.162
C -1.5148 -4.0258 -3.0557 0.059 0.029 -0.021
N -2.5711 -3.9117 -2.0668 -0.107 0.090 0.150
H -0.1029 -4.0214 -6.3329 -0.001 -0.010 0.004
H 0.7280 -2.6828 -6.8073 -0.006 -0.017 -0.014
H -0.8493 -2.5309 -6.1673 0.031 -0.022 0.033
H 1.1930 -1.9740 -4.6730 0.002 -0.019 0.011
H 1.0814 -3.7110 -4.3567 0.006 -0.002 0.003
H -0.6366 -4.4849 -2.5922 0.026 0.031 -0.008
H -1.7826 -4.6374 -3.9294 0.023 -0.019 -0.007
H -2.0780 -2.6790 -0.6101 0.094 -0.021 0.123
H -2.9009 -4.8290 -1.7856 0.011 0.052 0.011
H -3.3681 -3.3935 -2.4233 -0.008 -0.022 -0.044

118
Properties=species:S:1:pos:R:3:forces:R:3 method="wB97M-V/def2-TZVPD" lumo_ev="0.81 / 2.03" charge=-2 orbital_gap_ev="1.3 / 2.5"
Tl 8.7939 -16.3780 11.9830 0.366 -0.485 0.149
C 6.1567 -17.6459 5.9696 0.559 0.996 -0.785
N 7.0357 -18.2569 4.9796 -0.625 0.610 1.574
C 7.6391 -19.4792 5.5104 -2.090 0.779 1.035
C 7.4876 -20.4479 4.3688 -0.986 -1.765 -0.333
N 6.9039 -19.7516 3.2778 -2.196 3.462 -1.733
C 7.6550 -19.3793 1.9492 -0.492 -3.847 2.252
C 6.3831 -18.5371 3.8327 -0.594 -0.804 -4.354
N 5.5806 -17.7254 3.2771 -0.261 1.923 -0.195
C 4.8566 -17.6567 2.0090 1.250 0.080 0.385
C 3.4563 -17.0744 2.1251 1.551 3.068 2.739
N 2.9279 -17.7423 3.3839 0.984 2.058 -4.201
C 1.8046 -17.7365 3.9194 1.670 0.690 1.106
N 0.6535 -16.8720 4.1114 -0.072 1.786 -3.213
C 0.4982 -15.4248 4.0053 0.557 -3.441 1.799
C -0.4095 -17.5773 4.7822 0.925 -0.067 -2.375
C 0.4584 -18.5328 5.4331 -2.913 -1.762 9.064
N 1.7192 -18.6947 4.9086 -2.614 -1.681 0.615
C 2.5491 -19.7125 5.5537 3.798 -1.006 0.428
H 5.6902 -16.7292 5.6256 -0.552 -0.385 -0.878
H 6.7365 -17.1954 6.7475 0.448 -0.831 1.283
H 5.4719 -18.4577 6.1509 -0.786 0.396 1.262
H 6.9573 -19.9561 6.2264 0.210 0.653 0.780
H 8.4815 -19.0426 6.0430 0.971 -1.464 -0.277
H 6.9490 -21.4646 4.6020 0.663 2.098 -0.181
H 8.3817 -20.6893 4.0182 4.337 -1.839 -1.211
H 8.0006 -20.4084 1.6495 -0.024 1.287 -0.297
H 8.4396 -18.7650 2.2785 1.510 0.910 0.047
H 7.1217 -18.8962 1.1398 -0.762 -0.214 0.428
H 4.7061 -18.5783 1.5755 -0.475 -2.951 -0.416
H 5.3658 -17.2204 1.1111 0.328 0.679 1.126
H 2.9805 -17.3244 1.2228 -1.289 -0.532 -0.933
H 3.6107 -15.7940 2.0211 -0.918 -3.244 1.066
H 0.4115 -15.0337 5.0236 -0.294 0.622 -0.714
H 10.9695 -22.8873 12.0004 -1.494 0.555 -0.037
H 0.6437 -14.9199 3.1034 0.518 0.777 -0.982
H -1.1172 -18.2989 4.2838 0.276 1.500 -1.323
H -1.0054 -16.7950 5.1740 -0.564 0.268 1.709
H -0.2305 -19.3555 5.5626 0.855 -1.577 -0.237
H 0.4219 -18.2550 6.6932 0.899 -0.271 -2.520
H 2.6661 -19.4037 6.6407 0.196 0.108 -1.175
H 3.6397 -19.8896 5.0610 -2.604 1.315 0.907
H 2.3434 -20.8405 5.7279 -1.320 1.759 -1.246
C 3.4097 -17.3998 14.1224 1.802 1.448 0.787
C 4.0985 -15.9785 13.8650 -0.663 -1.077 1.726
P 5.8645 -16.5597 14.3344 1.172 2.347 -0.776
C 5.8979 -17.1885 16.1156 -1.477 1.269 0.174
C 5.1205 -16.8210 17.3063 1.652 -1.117 -0.682
C 5.3240 -17.5361 18.5020 1.682 -0.876 -2.524
C 6.3145 -18.6066 18.4349 -1.594 0.424 2.808
C 6.8810 -19.0057 17.2886 2.102 -1.552 -0.868
C 6.7379 -18.2697 16.1220 -0.863 -0.541 0.507
C 6.8628 -14.8030 14.5213 -1.139 -1.768 -3.535
C 6.4288 -14.1654 15.6179 1.730 1.999 0.572
C 6.6138 -12.7882 15.7474 -0.790 0.953 1.795
C 7.2960 -12.0305 14.7910 -1.931 1.184 2.436
C 7.6109 -12.6670 13.6272 -0.544 1.169 -1.632
C 7.3017 -14.0139 13.4081 -0.555 -0.398 -1.431
C 2.0584 -17.7214 13.5786 -0.275 -0.543 -1.653
P 1.7236 -19.2569 14.6402 4.165 3.559 -0.981
C 0.1828 -19.7906 14.4658 -5.015 -2.117 0.058
C -1.1715 -19.1044 14.2419 3.854 2.418 -0.887
C -2.3037 -19.4750 14.8540 3.333 -2.248 2.746
C -2.0303 -20.5619 15.9906 -4.354 2.809 -4.686
C -0.8823 -21.2933 15.9521 0.357 1.687 -1.500
C 0.3397 -21.0072 15.1675 -3.668 -2.475 -0.311
C 1.5332 -18.3215 16.2455 -1.510 0.476 0.069
C 2.3840 -18.6551 17.2790 -1.553 -2.675 0.163
C 1.8627 -18.4618 18.6127 0.655 -1.444 -0.094
C 0.7637 -17.6713 18.8286 0.622 0.249 -1.958
C 0.0453 -17.1335 17.7024 -1.664 1.679 5.659
C 0.3167 -17.5301 16.4850 1.732 -0.809 -4.325
H 3.5133 -17.6262 15.2292 -0.333 0.539 -1.224
H 4.1018 -18.1056 13.6818 0.193 -0.453 -0.236
H 3.6228 -15.1856 14.5189 0.678 -0.773 -0.626
H 3.9948 -15.6762 12.8119 0.512 -0.150 0.341
H 4.4342 -15.9890 17.2085 -0.189 -0.141 0.219
H 4.6965 -17.3808 19.3456 -0.097 0.235 0.713
H 6.6477 -19.2333 19.3074 -1.013 0.958 -0.488
H 7.5198 -19.9466 17.3171 -0.767 1.426 -0.206
H 7.1068 -18.6396 15.1956 0.608 -0.118 -0.562
H 6.1970 -14.8579 16.3559 -1.281 -0.135 1.884
H 6.0654 -12.2588 16.5763 0.970 -0.566 -0.627
H 7.2409 -10.8788 14.9568 0.559 -2.192 -0.705
H 7.6276 -11.9061 12.8157 0.924 -1.288 -0.078
H 6.7514 -20.0737 11.4909 -1.536 -1.182 0.322
H 2.1756 -17.9336 12.4395 -0.409 0.073 1.909
H 1.3604 -16.8769 13.6572 -0.078 -0.282 0.271
H 0.1487 -10.3897 3.5344 -1.263 1.188 0.426
H -0.8314 -18.0886 13.6983 -1.804 -2.268 0.765
H -3.1277 -20.8860 16.1614 2.449 -0.335 1.200
H -1.1992 -22.1482 16.4009 0.751 -3.139 1.548
H 0.9533 -21.9741 14.8150 -0.714 2.914 1.322
H 3.0525 -19.5558 16.9886 -0.455 1.964 1.054
H 2.1503 -19.2133 19.3967 0.397 1.349 -0.513
H 0.4236 -17.4358 19.8021 -0.368 -0.091 0.862
H -0.8109 -16.4743 18.1367 1.197 -1.066 -1.836
H -0.3071 -17.2530 15.5861 0.740 -0.279 1.336
S 7.0775 -14.4466 11.5927 -0.027 0.191 1.846
H -0.4166 -9.8569 3.7241 1.264 -1.190 -0.426
S 7.7143 -19.2711 11.2567 1.972 1.122 -0.973
C 8.9667 -20.5541 10.7678 0.258 0.789 -0.431
C 9.2406 -21.3805 11.8464 0.685 2.233 -4.188
C 9.9574 -22.6062 11.5371 0.570 -3.400 -3.147
C 10.1394 -22.8264 9.8376 1.055 -0.741 1.524
C 9.9470 -21.7899 8.9838 0.295 -3.228 -1.848
C 9.4480 -20.6261 9.3100 -2.799 4.555 5.349
H 8.7736 -21.1920 12.7533 -0.703 0.157 1.634
H 9.1301 -23.3449 11.7419 1.534 -0.431 0.468
H 10.6480 -23.7343 9.4292 -0.672 0.519 0.901
H 9.7758 -21.7467 7.8852 1.417 -1.682 0.196
H 9.1582 -19.9768 8.5149 -0.634 0.839 0.302
B 6.0571 -23.2519 0.0741 2.017 -0.984 -1.015
C 5.6207 -22.5664 1.4169 -1.495 0.764 -0.131
N 5.0989 -21.9248 2.2319 0.488 -0.609 0.067
H 6.2515 -22.3523 -0.8280 -0.123 -0.711 0.909
H 7.2259 -23.8415 0.3739 -1.334 0.654 -0.634
H 5.2875 -24.1347 -0.4197 0.354 0.724 0.730

60
Properties=species:S:1:pos:R:3:forces:R:3 method="wB97M-V/def2-TZVPD" lumo_ev=-0.59 de_lowest_kj_mol=2083.5 orbital_gap_ev=6.9
C -2.9296 -3.2601 0.0660 -0.258 0.423 -1.391
O -2.7007 -2.7020 -1.2091 -3.275 -6.783 -1.549
H -2.0818 -2.9511 0.6773 0.053 -1.017 0.454
H -3.8322 -2.8109 0.4803 -0.251 -0.188 0.421
H -3.1089 -4.3320 -0.0178 0.422 -0.070 0.249
H -2.3801 -1.8139 -1.0355 -0.599 -1.894 -1.243
C -3.1867 -1.2056 2.3492 -0.355 2.042 1.805
O -2.7669 -0.0506 3.0673 -9.162 -3.940 5.281
H -3.5170 -1.9499 3.0739 0.016 -0.384 -0.219
H -4.0332 -0.8463 1.7640 -0.565 -0.808 0.256
H -2.4570 -1.6272 1.6579 0.017 0.187 0.750
H -1.9744 0.3296 2.6813 -1.621 0.573 1.924
C 2.7522 -0.2015 -1.8278 1.929 0.202 -0.302
O 2.1080 0.4593 -2.8999 -0.310 -0.348 -0.127
H 2.4320 -1.2348 -1.6946 -0.133 0.333 -0.391
H 3.8123 -0.2070 -2.0815 0.367 -0.577 -0.112
H 2.7602 0.3206 -0.8709 -0.678 -0.621 -1.183
H 2.0440 1.4070 -2.7606 0.378 -0.112 0.311
C -0.3552 1.4786 2.0380 0.458 -0.230 1.061
O -1.2023 0.3719 2.0457 6.265 10.788 -0.183
H -0.0083 1.6198 3.0616 0.054 0.492 0.214
H 0.5384 1.2619 1.4527 -0.669 0.235 0.627
H -0.8379 2.3903 1.6859 -0.058 0.190 -0.120
H -0.8199 -0.2319 1.4049 0.242 0.925 1.201
C 3.2061 2.3085 0.2122 1.851 0.050 -0.057
O 2.3106 1.2176 0.5483 5.703 1.279 3.261
H 3.6408 2.7704 1.0986 -0.336 0.029 0.080
H 4.0348 1.9026 -0.3680 0.135 -0.140 0.001
H 2.7659 3.0616 -0.4414 0.250 -0.777 0.825
H 2.8674 0.5920 1.0175 -0.356 -0.197 0.410
C 0.6869 -0.7806 0.1497 -0.285 0.826 -1.064
O -0.5060 -0.9622 0.8454 9.223 -9.479 -1.972
H 1.5045 -0.6096 0.8499 -0.747 -0.598 -0.360
H 0.8801 -1.5796 -0.5662 -0.017 -0.088 0.409
H 0.5869 0.1339 -0.4349 0.685 -1.845 0.344
H -1.2613 -1.0111 0.2549 -0.694 -1.176 -1.476
C -2.9385 -0.1311 -0.3343 -0.683 0.992 -0.303
O -1.8182 -0.9266 -0.7615 -4.532 2.056 1.690
H -3.4519 0.2502 -1.2169 -0.134 -0.113 0.142
H -3.5607 -0.7351 0.3262 0.072 0.130 -1.237
H -2.6137 0.6940 0.2995 0.095 0.033 -0.221
H -1.2412 -0.3855 -1.3055 0.949 0.872 -1.428
C 2.4737 -2.7344 1.0331 -0.137 0.350 0.721
O 3.6401 -2.1710 0.4109 -0.101 -0.694 -0.248
H 2.6939 -3.5699 1.6975 0.493 0.144 -0.040
H 1.9764 -1.9306 1.5761 0.197 -0.993 0.617
H 1.7125 -3.0780 0.3326 0.485 -0.115 -0.330
H 3.7437 -1.2426 0.6322 -0.101 -0.292 0.136
C -0.6814 1.2573 -2.7375 -0.690 1.048 -0.428
O -0.8657 0.7005 -1.4360 -1.613 2.331 -7.316
H -1.0846 2.2699 -2.7451 -0.402 0.003 -0.042
H 0.3543 1.3678 -3.0589 -0.519 -0.563 0.212
H -1.2409 0.7496 -3.5232 0.056 -0.577 0.385
H -0.4435 1.2920 -0.8087 -0.156 0.412 0.881
C 0.6300 3.1271 -0.9407 -1.504 2.729 -0.754
O 0.6084 1.8204 -0.5733 2.222 4.288 -0.600
H 1.5786 3.6621 -0.8944 -0.595 -0.103 -0.251
H 0.2550 3.1772 -1.9629 0.173 0.652 0.205
H -0.0500 3.6658 -0.2807 -0.150 0.527 -0.118
H 1.3522 1.6135 -0.0028 -1.106 -0.420 0.195

13
Properties=species:S:1:pos:R:3:forces:R:3 method="wB97M-V/def2-TZVPD" lumo_ev=0.82 smiles="O=C1NC[C@H]2CN12" de_lowest_kj_mol=208.4 orbital_gap_ev=10.3
O 1.3779 2.1484 0.6637 -0.199 -0.254 -0.189
C 0.8402 1.1727 0.2084 0.220 0.171 0.150
N 1.3082 -0.1200 0.2746 0.219 0.221 0.041
C 0.4696 -1.1048 -0.3557 0.194 -0.039 -0.119
C -0.7128 -0.2497 -0.6498 0.428 -0.320 -0.175
C -1.3705 0.5261 0.4442 0.489 -1.652 -0.039
N -0.4457 1.1769 -0.4904 0.193 0.203 -0.273
H 2.1613 -0.3362 0.7608 -0.015 0.158 -0.023
H 0.2126 -1.9423 0.3077 0.144 0.171 -0.113
H 0.8799 -1.5041 -1.2881 0.243 -0.009 0.104
H -1.3214 -0.4595 -1.5317 0.080 -0.195 0.423
H -2.3319 0.1793 0.1715 -1.960 1.998 0.347
H -1.0673 0.5132 1.4849 -0.036 -0.454 -0.133